Entry from OMol25: C40H51FNO5S2 as an isolated structure at a distorted geometry (the ωB97M-V functional and the def2-TZVPD basis).

Cartesian coordinates (Å):
C  -1.78  1.26  4.71
C  -0.25  1.03  4.31
C  -0.19  -0.42  3.70
F  -0.81  -1.33  4.55
S  1.60  -0.91  3.43
O  2.40  -0.03  4.33
O  1.66  -2.37  3.81
N  1.93  -0.73  1.79
S  3.50  -1.30  1.41
O  4.23  -0.22  0.68
O  4.29  -1.62  2.66
C  3.40  -2.88  0.50
C  2.75  -2.79  -0.93
C  3.37  -1.69  -1.87
C  3.27  -2.01  -3.41
C  4.26  -0.99  -4.14
C  3.54  -0.03  -5.16
O  2.29  0.46  -4.65
C  1.85  1.60  -5.42
H  -2.42  0.74  3.94
H  -1.97  0.84  5.72
H  -2.03  2.36  4.73
H  0.13  1.80  3.61
H  0.32  1.07  5.27
H  -0.74  -0.41  2.72
H  2.73  -3.55  1.11
H  4.40  -3.36  0.47
H  1.63  -2.67  -0.92
H  2.94  -3.78  -1.43
H  2.88  -0.71  -1.62
H  4.47  -1.58  -1.63
H  3.57  -3.05  -3.68
H  2.21  -1.86  -3.73
H  5.09  -1.59  -4.60
H  4.72  -0.33  -3.36
H  4.22  0.87  -5.27
H  3.44  -0.54  -6.16
H  1.67  2.43  -4.69
H  0.89  1.30  -5.92
H  2.60  1.88  -6.21
C  -2.13  2.64  -6.27
C  -2.19  1.36  -5.73
C  -3.20  0.49  -6.13
C  -4.14  0.89  -7.07
C  -4.08  2.17  -7.61
C  -3.07  3.05  -7.20
H  -1.34  3.32  -5.96
H  -1.45  1.04  -5.01
H  -3.25  -0.51  -5.71
H  -4.93  0.21  -7.38
H  -4.81  2.49  -8.34
H  -3.02  4.05  -7.62
C  -6.28  2.95  6.20
C  -7.22  3.72  5.53
C  -7.42  3.53  4.16
C  -6.69  2.56  3.48
C  -5.76  1.79  4.16
C  -5.54  1.99  5.52
H  -6.11  3.10  7.26
H  -7.79  4.47  6.06
H  -8.15  4.13  3.64
H  -6.86  2.40  2.42
H  -5.19  1.03  3.63
H  -4.81  1.39  6.04
C  -6.64  -2.39  -2.03
C  -6.50  -3.45  -2.91
C  -6.28  -3.21  -4.26
C  -6.20  -1.90  -4.73
C  -6.34  -0.84  -3.84
C  -6.56  -1.08  -2.49
H  -6.81  -2.58  -0.97
H  -6.55  -4.47  -2.54
H  -6.18  -4.04  -4.95
H  -6.03  -1.71  -5.78
H  -6.27  0.18  -4.21
H  -6.67  -0.25  -1.81
C  0.51  -2.94  9.57
C  1.17  -1.76  9.89
C  1.82  -1.03  8.89
C  1.81  -1.49  7.58
C  1.15  -2.68  7.26
C  0.51  -3.40  8.26
H  0.01  -3.51  10.35
H  1.17  -1.39  10.91
H  2.33  -0.11  9.14
H  2.31  -0.93  6.80
H  1.14  -3.03  6.24
H  0.00  -4.33  8.02
C  8.62  3.18  -2.19
C  8.81  2.54  -3.41
C  8.23  1.30  -3.64
C  7.46  0.70  -2.66
C  7.27  1.33  -1.44
C  7.85  2.57  -1.20
H  9.07  4.14  -2.00
H  9.40  3.02  -4.18
H  8.38  0.80  -4.59
H  7.00  -0.27  -2.84
H  6.66  0.86  -0.67
H  7.71  3.06  -0.25

## Properties
Net charge   -1
Gap between HOMO and LUMO   7.605 eV
Max |F|   5.2 eV Å⁻¹

---

Entry from OMol25: C28H55LaO2Si4Te as an isolated structure at a distorted geometry (the ωB97M-V functional and the def2-TZVPD basis).

Cartesian coordinates (Å):
O  -0.15  0.05  -2.28
C  0.95  -0.51  -3.22
C  0.44  0.41  -4.32
H  0.73  -1.59  -3.32
H  1.94  -0.29  -2.79
C  -0.73  0.83  -3.39
H  0.11  -0.13  -5.22
H  1.12  1.25  -4.51
C  -2.06  0.19  -3.71
H  -1.97  -0.91  -3.71
H  -2.37  0.54  -4.69
H  -2.82  0.48  -2.97
C  -0.83  2.30  -2.99
H  0.17  2.73  -2.85
H  -1.42  2.43  -2.07
H  -1.34  2.81  -3.81
La  0.19  -0.40  -0.09
C  0.93  1.63  1.59
C  1.94  0.60  1.49
C  2.50  0.64  0.16
H  2.12  -0.22  2.25
C  1.82  1.70  -0.55
C  0.87  2.31  0.33
H  0.16  3.14  0.07
H  0.30  1.82  2.49
H  3.14  -0.18  -0.29
H  1.98  1.95  -1.62
C  -1.57  -0.46  1.89
C  -2.02  0.74  1.23
C  -2.45  0.37  -0.08
H  -1.98  1.77  1.67
C  -2.31  -1.05  -0.24
C  -1.77  -1.58  0.99
H  -1.33  -2.61  1.13
H  -1.08  -0.51  2.89
H  -2.80  1.09  -0.85
H  -2.34  -1.63  -1.21
O  0.70  -1.66  -7.34
C  0.25  -0.57  -8.18
C  0.42  -0.95  -9.67
H  0.86  0.33  -7.98
H  -0.79  -0.32  -7.92
C  1.62  -1.91  -9.60
H  0.56  -0.09  -10.33
H  -0.47  -1.53  -10.00
C  1.39  -2.59  -8.23
H  2.55  -1.30  -9.55
H  1.69  -2.61  -10.45
H  2.33  -2.92  -7.76
H  0.77  -3.50  -8.40
C  -2.78  -1.95  4.91
Si  -1.24  -2.70  5.64
C  -1.29  -2.59  7.49
C  -1.17  -4.49  5.11
Si  0.65  -1.60  4.74
Te  1.03  -2.56  2.49
Si  0.49  0.66  5.47
C  0.36  0.88  7.32
C  2.04  1.55  4.95
C  -1.08  1.52  4.89
Si  2.58  -2.42  5.83
C  2.78  -1.82  7.58
C  2.49  -4.27  5.84
C  4.02  -1.84  4.81
H  -3.63  -2.52  5.30
H  -2.78  -2.04  3.81
H  -2.90  -0.90  5.18
H  -2.18  -3.16  7.82
H  -0.40  -3.04  7.95
H  -1.40  -1.56  7.84
H  -1.15  -4.57  4.02
H  -0.30  -5.01  5.53
H  -2.09  -4.96  5.49
H  1.21  0.46  7.87
H  0.34  1.97  7.50
H  -0.58  0.46  7.71
H  2.22  1.53  3.87
H  1.93  2.61  5.26
H  2.92  1.14  5.47
H  -1.25  1.51  3.81
H  -1.95  1.09  5.40
H  -0.99  2.57  5.22
H  1.91  -2.06  8.20
H  3.66  -2.33  7.99
H  2.96  -0.74  7.61
H  2.35  -4.67  4.83
H  3.45  -4.63  6.24
H  1.68  -4.63  6.49
H  3.94  -2.22  3.78
H  4.09  -0.75  4.78
H  4.92  -2.25  5.27

## Properties
Gap between HOMO and LUMO   5.855 eV
Max |F|   3.1 eV Å⁻¹

---

Entry from OMol25: C28H26Br9N5O10 as an isolated structure at a distorted geometry (the ωB97M-V functional and the def2-TZVPD basis).

Cartesian coordinates (Å):
C  -6.33  3.62  -3.25
N  -7.79  3.62  -2.83
O  -8.16  2.83  -2.00
O  -8.49  4.27  -3.57
H  -5.84  3.55  -2.28
H  -6.14  4.58  -3.73
H  -6.30  2.85  -4.02
C  -4.71  1.04  -7.10
C  -4.24  0.34  -5.95
C  -3.99  0.96  -4.77
C  -4.29  2.36  -4.61
C  -4.98  2.98  -5.60
C  -5.04  2.40  -6.89
N  -3.89  3.09  -3.39
O  -3.41  2.56  -2.41
O  -4.11  4.33  -3.36
H  -4.71  0.64  -8.10
H  -4.06  -0.71  -6.12
H  -3.44  0.32  -4.09
H  -5.32  4.00  -5.52
H  -5.52  3.03  -7.63
C  -10.00  3.12  -1.28
C  -11.01  2.14  -1.02
C  -11.50  2.04  0.28
C  -11.01  2.86  1.24
C  -10.02  3.80  1.05
C  -9.45  3.95  -0.22
N  -11.67  2.96  2.64
O  -11.73  4.03  3.17
O  -12.30  2.04  3.12
H  -9.51  3.26  -2.23
H  -11.41  1.45  -1.74
H  -12.25  1.31  0.51
H  -9.62  4.46  1.80
H  -8.74  4.77  -0.32
C  -6.55  -1.63  -7.76
C  -6.41  -1.89  -6.36
C  -6.82  -0.96  -5.41
C  -7.06  0.36  -5.79
C  -7.30  0.64  -7.15
C  -7.03  -0.34  -8.11
N  -7.11  1.52  -4.81
O  -7.34  2.60  -5.29
O  -6.97  1.39  -3.61
H  -6.41  -2.38  -8.52
H  -6.20  -2.90  -6.01
H  -6.73  -1.11  -4.34
H  -7.51  1.64  -7.51
H  -7.13  -0.01  -9.14
C  -9.26  6.15  -3.17
C  -10.04  7.15  -3.79
C  -11.42  6.98  -3.98
C  -12.03  5.76  -3.58
C  -11.19  4.80  -3.00
C  -9.83  4.98  -2.76
N  -13.48  5.38  -3.83
O  -14.23  6.27  -4.15
O  -13.83  4.19  -3.78
H  -8.19  6.16  -3.05
H  -9.49  7.99  -4.19
H  -12.02  7.78  -4.38
H  -11.62  3.87  -2.66
H  -9.23  4.28  -2.20
C  -8.92  4.72  -5.89
Br  -7.31  3.95  -6.70
Br  -10.18  3.29  -5.26
Br  -9.80  6.14  -6.98
H  -8.57  5.16  -4.95
C  -5.67  4.59  -0.47
Br  -7.34  5.46  -1.07
Br  -4.11  5.16  -1.49
Br  -5.89  2.61  -0.30
H  -5.58  4.96  0.55
C  -4.84  6.29  -3.45
Br  -6.81  6.17  -3.71
Br  -4.40  7.83  -2.22
Br  -3.99  6.64  -5.24
H  -4.45  5.36  -3.05

## Properties
Gap between HOMO and LUMO   5.840 eV
Max |F|   15.4 eV Å⁻¹